10 unconnected molecules or ions with the total composition C54H134N10O2 at a distorted geometry, computed with ωB97M-V/def2-TZVPD.

Each atom is followed by the atoms it is bonded to, with distances in Å.
Cartesian coordinates (Å):
1 C 7.47664 -1.34294 -2.51930  C2 1.563, H8 1.090, H9 1.090, H10 1.090
2 C 6.13715 -1.45738 -3.31754  C1 1.563, N3 1.480, H11 1.090, H12 1.090
3 N 5.27646 -2.61024 -2.96872  C2 1.480, C4 1.471, C6 1.477
4 C 3.98127 -2.54428 -3.66220  N3 1.471, C5 1.552, H13 1.090, H14 1.090
5 C 3.00511 -3.55153 -2.99819  C4 1.552, H15 1.090, H16 1.090, H17 1.090
6 C 5.98570 -3.90011 -3.08788  N3 1.477, C7 1.570, H18 1.090, H19 1.090
7 C 6.62829 -4.17129 -4.49500  C6 1.570, H20 1.090, H21 1.090, H22 1.090
8 H 8.24342 -2.07608 -2.76960  C1 1.090
9 H 7.27981 -1.30171 -1.44801  C1 1.090
10 H 7.96085 -0.39588 -2.75743  C1 1.090
11 H 5.58765 -0.55472 -3.05041  C2 1.090
12 H 6.34047 -1.32232 -4.37986  C2 1.090
13 H 3.53014 -1.55420 -3.72804  C4 1.090
14 H 3.99993 -2.82796 -4.71447  C4 1.090
15 H 3.17670 -4.60600 -3.21443  C5 1.090
16 H 3.02606 -3.46134 -1.91213  C5 1.090
17 H 2.00575 -3.30824 -3.35899  C5 1.090
18 H 5.35441 -4.73297 -2.77816  C6 1.090
19 H 6.79801 -3.96105 -2.36364  C6 1.090
20 H 7.34768 -4.98692 -4.42204  C7 1.090
21 H 7.20103 -3.30433 -4.82432  C7 1.090
22 H 5.91182 -4.46529 -5.26204  C7 1.090
23 C -2.18105 -1.35413 1.96248  C24 1.549, H30 1.090, H31 1.090, H32 1.090
24 C -0.88187 -0.51421 1.87908  C23 1.549, N25 1.451, H33 1.090, H34 1.090
25 N -0.59897 0.11059 0.60038  C24 1.451, C26 1.454, C28 1.497
26 C -1.47288 1.18303 0.15195  N25 1.454, C27 1.531, H35 1.090, H36 1.090
27 C -1.62798 2.24027 1.24862  C26 1.531, H37 1.090, H38 1.090, H39 1.090
28 C -0.55002 -0.94832 -0.45601  N25 1.497, C29 1.536, H40 1.090, H41 1.090
29 C 0.14076 -0.46408 -1.74013  C28 1.536, H42 1.090, H43 1.090, H44 1.090
30 H -2.04783 -2.23860 1.33952  C23 1.090
31 H -3.02383 -0.84878 1.49085  C23 1.090
32 H -2.47949 -1.70088 2.95182  C23 1.090
33 H -0.92224 0.30651 2.59524  C24 1.090
34 H -0.05756 -1.10401 2.28002  C24 1.090
35 H -1.06205 1.64736 -0.74455  C26 1.090
36 H -2.44472 0.74013 -0.06593  C26 1.090
37 H -2.16625 3.13789 0.94424  C27 1.090
38 H -2.14228 1.85400 2.12861  C27 1.090
39 H -0.65787 2.60555 1.58560  C27 1.090
40 H -1.50928 -1.39244 -0.72186  C28 1.090
41 H 0.04186 -1.78503 -0.08496  C28 1.090
42 H 0.55341 -1.24255 -2.38185  C29 1.090
43 H 0.99916 0.16753 -1.51137  C29 1.090
44 H -0.54761 0.21625 -2.24153  C29 1.090
45 C -3.30289 -3.87566 -1.15479  C46 1.507, H52 1.090, H53 1.090, H54 1.090
46 C -3.88508 -2.87560 -2.11963  C45 1.507, N47 1.443, H55 1.090, H56 1.090
47 N -4.23257 -1.58904 -1.56724  C46 1.443, C48 1.480, C50 1.465
48 C -5.20952 -1.69310 -0.46007  N47 1.480, C49 1.523, H57 1.090, H58 1.090
49 C -6.56764 -2.20824 -0.91856  C48 1.523, H59 1.090, H60 1.090, H61 1.090
50 C -4.58123 -0.59644 -2.58680  N47 1.465, C51 1.528, H62 1.090, H63 1.090
51 C -4.42385 0.85413 -2.13449  C50 1.528, H64 1.090, H65 1.090, H66 1.090
52 H -2.82712 -4.61390 -1.80035  C45 1.090
53 H -4.11590 -4.35632 -0.61066  C45 1.090
54 H -2.52156 -3.41054 -0.55373  C45 1.090
55 H -3.18168 -2.77481 -2.94617  C46 1.090
56 H -4.72687 -3.25513 -2.69881  C46 1.090
57 H -4.85289 -2.38802 0.30019  C48 1.090
58 H -5.27937 -0.76057 0.09995  C48 1.090
59 H -6.48498 -3.20338 -1.35556  C49 1.090
60 H -7.34897 -2.37170 -0.17634  C49 1.090
61 H -7.01215 -1.50908 -1.62685  C49 1.090
62 H -5.59290 -0.78054 -2.94839  C50 1.090
63 H -3.87640 -0.71749 -3.40940  C50 1.090
64 H -4.99189 1.02027 -1.21916  C51 1.090
65 H -4.86432 1.59203 -2.80501  C51 1.090
66 H -3.39243 1.15245 -1.94668  C51 1.090
67 C 0.82591 -4.00827 -7.87082  C68 1.537, H74 1.090, H75 1.090, H76 1.090
68 C 1.85025 -3.22751 -7.03130  C67 1.537, N69 1.466, H77 1.090, H78 1.090
69 N 1.93357 -1.78380 -7.26920  C68 1.466, C70 1.441, C72 1.482
70 C 0.72489 -1.02529 -7.06849  N69 1.441, C71 1.538, H79 1.090, H80 1.090
71 C 0.41700 -1.02371 -5.56184  C70 1.538, H81 1.090, H82 1.090, H83 1.090
72 C 2.47143 -1.47197 -8.61424  N69 1.482, C73 1.567, H84 1.090, H85 1.090
73 C 3.18215 -0.07929 -8.71512  C72 1.567, H86 1.090, H87 1.090, H88 1.090
74 H 0.70862 -5.06901 -7.64904  C67 1.090
75 H 1.03163 -3.85920 -8.93080  C67 1.090
76 H -0.18011 -3.62808 -7.69338  C67 1.090
77 H 1.80213 -3.45151 -5.96565  C68 1.090
78 H 2.79647 -3.71393 -7.26826  C68 1.090
79 H -0.04047 -1.52710 -7.66053  C70 1.090
80 H 0.83309 0.01790 -7.36537  C70 1.090
81 H -0.46596 -0.42185 -5.34680  C71 1.090
82 H 1.27243 -0.67115 -4.98560  C71 1.090
83 H 0.13910 -2.01381 -5.20049  C71 1.090
84 H 3.22433 -2.23399 -8.81563  C72 1.090
85 H 1.66869 -1.54869 -9.34760  C72 1.090
86 H 4.06322 -0.05512 -8.07386  C73 1.090
87 H 3.42545 0.09662 -9.76296  C73 1.090
88 H 2.46757 0.71412 -8.49610  C73 1.090
89 C -2.50955 1.53367 6.69239  C90 1.592, H96 1.090, H97 1.090, H98 1.090
90 C -1.23201 1.62309 5.74619  C89 1.592, N91 1.477, H99 1.090, H100 1.090
91 N 0.04237 1.09621 6.27530  C90 1.477, C92 1.475, C94 1.474
92 C 0.54816 1.91406 7.39345  N91 1.475, C93 1.563, H101 1.090, H102 1.090
93 C 2.09551 1.81771 7.58817  C92 1.563, H103 1.090, H104 1.090, H105 1.090
94 C 0.02573 -0.35113 6.55274  N91 1.474, C95 1.489, H106 1.090, H107 1.090
95 C -0.42637 -1.14409 5.37638  C94 1.489, H108 1.090, H109 1.090, H110 1.090
96 H -2.20722 1.71196 7.72433  C89 1.090
97 H -2.95009 0.53879 6.62720  C89 1.090
98 H -3.23659 2.30403 6.43535  C89 1.090
99 H -1.41828 1.40887 4.69381  C90 1.090
100 H -1.04627 2.69519 5.68138  C90 1.090
101 H 0.29792 2.96027 7.21760  C92 1.090
102 H 0.03908 1.65402 8.32152  C92 1.090
103 H 2.54495 0.87193 7.89082  C93 1.090
104 H 2.62200 2.11005 6.67963  C93 1.090
105 H 2.46788 2.57782 8.27496  C93 1.090
106 H -0.58010 -0.58295 7.42871  C94 1.090
107 H 1.05415 -0.64788 6.75861  C94 1.090
108 H -0.37159 -2.22571 5.49969  C95 1.090
109 H 0.14681 -0.91981 4.47680  C95 1.090
110 H -1.48909 -1.02669 5.16437  C95 1.090
111 C 2.49839 -5.25904 6.79614  C112 1.545, H118 1.090, H119 1.090, H120 1.090
112 C 1.57307 -4.44670 5.86289  C111 1.545, N113 1.463, H121 1.090, H122 1.090
113 N 1.70233 -4.86738 4.46766  C112 1.463, C114 1.483, C116 1.474
114 C 1.27970 -3.79022 3.54033  N113 1.483, C115 1.525, H123 1.090, H124 1.090
115 C 1.52782 -4.06548 2.06112  C114 1.525, H125 1.090, H126 1.090, H127 1.090
116 C 1.21553 -6.21889 4.13882  N113 1.474, C117 1.519, H128 1.090, H129 1.090
117 C -0.29402 -6.38162 4.18277  C116 1.519, H130 1.090, H131 1.090, H132 1.090
118 H 3.54890 -5.28876 6.50693  C111 1.090
119 H 2.05434 -6.25089 6.88077  C111 1.090
120 H 2.49247 -4.89478 7.82345  C111 1.090
121 H 0.52249 -4.60445 6.10682  C112 1.090
122 H 1.90101 -3.41579 5.99623  C112 1.090
123 H 0.21185 -3.62218 3.68017  C114 1.090
124 H 1.84882 -2.88681 3.75955  C114 1.090
125 H 2.57666 -4.27938 1.85550  C115 1.090
126 H 0.88592 -4.89397 1.76169  C115 1.090
127 H 1.30396 -3.12366 1.56017  C115 1.090
128 H 1.69977 -6.96749 4.76588  C116 1.090
129 H 1.66855 -6.50467 3.18951  C116 1.090
130 H -0.70296 -6.26934 5.18690  C117 1.090
131 H -0.56038 -7.35723 3.77615  C117 1.090
132 H -0.78288 -5.64758 3.54222  C117 1.090
133 C -2.44315 6.67439 3.57654  C134 1.569, H140 1.090, H141 1.090, H142 1.090
134 C -1.44494 5.46349 3.58213  C133 1.569, N135 1.451, H143 1.090, H144 1.090
135 N -0.06333 5.90530 3.56848  C134 1.451, C136 1.458, C138 1.452
136 C 0.84445 4.86472 4.03534  N135 1.458, C137 1.562, H145 1.090, H146 1.090
137 C 2.26595 5.36805 4.44176  C136 1.562, H147 1.090, H148 1.090, H149 1.090
138 C 0.37588 6.46067 2.30076  N135 1.452, C139 1.559, H150 1.090, H151 1.090
139 C 0.05396 5.60562 1.03815  C138 1.559, H152 1.090, H153 1.090, H154 1.090
140 H -3.49363 6.39459 3.65591  C133 1.090
141 H -2.41838 7.02408 2.54446  C133 1.090
142 H -2.10380 7.42064 4.29491  C133 1.090
143 H -1.59777 4.91746 4.51303  C134 1.090
144 H -1.73294 4.75845 2.80234  C134 1.090
145 H 0.47265 4.57767 5.01894  C136 1.090
146 H 0.83233 3.98310 3.39447  C136 1.090
147 H 2.91158 5.59566 3.59355  C137 1.090
148 H 2.29403 6.22769 5.11132  C137 1.090
149 H 2.70620 4.56442 5.03206  C137 1.090
150 H 1.41180 6.79976 2.29911  C138 1.090
151 H -0.07877 7.44611 2.19930  C138 1.090
152 H 0.49229 4.61311 1.14259  C139 1.090
153 H 0.45705 6.10735 0.15844  C139 1.090
154 H -1.02455 5.48136 0.94086  C139 1.090
155 C 1.15111 4.57951 -6.68882  C156 1.493, H162 1.090, H163 1.090, H164 1.090
156 C -0.19103 4.52622 -6.03739  C155 1.493, N157 1.415, H165 1.090, H166 1.090
157 N -0.61026 3.25004 -5.59333  C156 1.415, C158 1.455, C160 1.448
158 C -2.01611 3.18488 -5.22552  N157 1.455, C159 1.534, H167 1.090, H168 1.090
159 C -2.54138 1.75002 -5.09300  C158 1.534, H169 1.090, H170 1.090, H171 1.090
160 C 0.27774 2.56599 -4.67669  N157 1.448, C161 1.497, H172 1.090, H173 1.090
161 C 0.20919 3.03518 -3.25708  C160 1.497, H174 1.090, H175 1.090, H176 1.090
162 H 1.40019 5.54318 -7.13311  C155 1.090
163 H 1.28609 3.79392 -7.43227  C155 1.090
164 H 1.94986 4.43830 -5.96069  C155 1.090
165 H -0.19443 5.20181 -5.18201  C156 1.090
166 H -0.86118 4.92092 -6.80107  C156 1.090
167 H -2.55133 3.58345 -6.08737  C158 1.090
168 H -2.28178 3.87779 -4.42715  C158 1.090
169 H -2.35025 1.21725 -6.02452  C159 1.090
170 H -3.61857 1.74713 -4.92640  C159 1.090
171 H -2.18392 1.28362 -4.17496  C159 1.090
172 H 0.02208 1.50827 -4.73976  C160 1.090
173 H 1.28056 2.64326 -5.09679  C160 1.090
174 H -0.81801 2.95792 -2.90072  C161 1.090
175 H 0.82489 2.41497 -2.60566  C161 1.090
176 H 0.45467 4.09712 -3.24608  C161 1.090
177 C -5.87649 1.41995 1.80355  C178 1.494, H182 1.090, H183 1.090, H184 1.090
178 C -5.55772 1.95526 3.16106  C177 1.494, O179 1.251, N180 1.312
179 O -4.66228 1.49627 3.90479  C178 1.251
180 N -6.16455 3.07921 3.46073  C178 1.312, C181 1.448, H185 1.010
181 C -5.89193 3.82649 4.67061  N180 1.448, H186 1.090, H187 1.090, H188 1.090
182 H -4.96016 1.38715 1.21418  C177 1.090
183 H -6.52878 2.00076 1.15141  C177 1.090
184 H -6.34072 0.43386 1.81857  C177 1.090
185 H -7.04828 3.29076 3.01986  N180 1.010
186 H -6.81281 3.87843 5.25145  C181 1.090
187 H -5.69855 4.87886 4.46274  C181 1.090
188 H -5.06280 3.44006 5.26332  C181 1.090
189 C 3.26554 -0.92373 0.61929  C190 1.519, H194 1.090, H195 1.090, H196 1.090
190 C 3.32105 -0.09131 1.88925  C189 1.519, O191 1.225, N192 1.333
191 O 4.33367 -0.13345 2.57780  C190 1.225
192 N 2.19538 0.52915 2.24328  C190 1.333, C193 1.448, H197 1.010
193 C 1.96377 1.17484 3.51836  N192 1.448, H198 1.090, H199 1.090, H200 1.090
194 H 2.40020 -0.57845 0.05354  C189 1.090
195 H 3.22452 -1.97031 0.92111  C189 1.090
196 H 4.17408 -0.76941 0.03719  C189 1.090
197 H 1.41578 0.57249 1.60261  N192 1.010
198 H 2.76735 1.88366 3.71820  C193 1.090
199 H 2.14068 0.51687 4.36917  C193 1.090
200 H 0.96518 1.61084 3.54698  C193 1.090

**LUMO (spin up / spin down)**: 2.0 / 1.9 eV
**Highest occupied orbital energy (spin up / spin down)**: 0.570 / -6.252 eV
**2S+1**: 2
**DFT total energy**: -77163.7689 eV
**Total charge**: -1

Atomic partial charges in e from the Mulliken method, atoms 1 to 5: atom 1 (C): -1.384, atom 2 (C): -0.611, atom 3 (N): 0.293, atom 4 (C): -0.584, atom 5 (C): -1.588